# C38H106O44P10

A cluster of 12 separate species, C38H106O44P10 in total in a non-equilibrium geometry (ωB97M-V/def2-TZVPD, the Open Molecules 2025 dataset).

ΔE to the lowest compared entry with this formula, charge and spin: 0.0 kJ/mol
<S²>: 0.7566
Total energy: -224113.73791 eV
Kohn-Sham gap (spin up / spin down): 8.163 / 3.172 eV
2S+1: 2
HOMO (spin up / spin down): -12.06 / -12.06 eV
Net charge: +1

Each atom is followed by the atoms it is bonded to, with distances in Å.
CARTESIAN COORDINATES (ANGSTROEM)
1 C 10.27 9.68 -10.15  O2 1.431, H9 1.090, H10 1.090, H11 1.090
2 O 10.83 9.50 -8.85  C1 1.431, P3 1.653
3 P 10.19 10.25 -7.52  O2 1.653, O4 1.477, O5 1.669, O7 1.666
4 O 11.17 10.51 -6.45  P3 1.477
5 O 9.30 11.52 -8.15  P3 1.669, C6 1.420
6 C 9.08 12.75 -7.49  O5 1.420, H12 1.090, H13 1.090, H14 1.090
7 O 8.97 9.20 -7.11  P3 1.666, C8 1.431
8 C 8.05 9.49 -6.05  O7 1.431, H15 1.090, H16 1.090, H17 1.090
9 H 10.55 9.04 -10.99  C1 1.090
10 H 10.42 10.73 -10.40  C1 1.090
11 H 9.19 9.54 -10.12  C1 1.090
12 H 9.45 12.84 -6.47  C6 1.090
13 H 8.03 12.83 -7.24  C6 1.090
14 H 9.44 13.58 -8.11  C6 1.090
15 H 8.24 10.52 -5.76  C8 1.090
16 H 8.31 8.81 -5.24  C8 1.090
17 H 7.01 9.25 -6.29  C8 1.090
18 C 22.52 5.53 -9.59  O19 1.422, H26 1.090, H27 1.090, H28 1.090
19 O 21.20 5.01 -9.42  C18 1.422, P20 1.641
20 P 20.06 6.01 -8.80  O19 1.641, O21 1.485, O22 1.693, O24 1.619
21 O 20.41 6.64 -7.51  P20 1.485
22 O 18.69 5.01 -8.89  P20 1.693, C23 1.431
23 C 18.28 4.40 -10.11  O22 1.431, H29 1.090, H30 1.090, H31 1.090
24 O 19.87 6.98 -10.09  P20 1.619, C25 1.404
25 C 19.01 8.09 -10.08  O24 1.404, H32 1.090, H33 1.090, H34 1.090
26 H 22.56 5.85 -10.62  C18 1.090
27 H 23.28 4.76 -9.42  C18 1.090
28 H 22.76 6.34 -8.90  C18 1.090
29 H 18.73 3.41 -10.20  C23 1.090
30 H 18.57 4.93 -11.02  C23 1.090
31 H 17.21 4.25 -10.02  C23 1.090
32 H 19.64 8.95 -10.31  C25 1.090
33 H 18.49 8.36 -9.16  C25 1.090
34 H 18.26 7.97 -10.86  C25 1.090
35 C 19.73 10.80 -1.92  O36 1.412, H43 1.090, H44 1.090, H45 1.090
36 O 19.08 9.55 -2.03  C35 1.412, P37 1.655
37 P 18.09 9.16 -0.76  O36 1.655, O38 1.526, O39 1.661, O41 1.636
38 O 18.55 9.46 0.67  P37 1.526
39 O 17.81 7.55 -1.06  P37 1.661, C40 1.443
40 C 18.85 6.55 -1.01  O39 1.443, H46 1.090, H47 1.090, H48 1.090
41 O 16.70 9.93 -1.15  P37 1.636, C42 1.487
42 C 16.20 9.79 -2.54  O41 1.487, H49 1.090, H50 1.090, H51 1.090
43 H 20.73 10.79 -2.35  C35 1.090
44 H 19.87 11.16 -0.90  C35 1.090
45 H 19.09 11.56 -2.38  C35 1.090
46 H 19.82 6.94 -0.72  C40 1.090
47 H 18.95 6.13 -2.01  C40 1.090
48 H 18.61 5.75 -0.32  C40 1.090
49 H 16.64 9.03 -3.18  C42 1.090
50 H 16.01 10.72 -3.08  C42 1.090
51 H 15.18 9.39 -2.48  C42 1.090
52 C 10.20 2.52 -7.53  O53 1.432, H60 1.090, H61 1.090, H62 1.090
53 O 11.08 3.03 -6.53  C52 1.432, P54 1.613
54 P 12.12 4.21 -6.89  O53 1.613, O55 1.477, O56 1.595, O58 1.636
55 O 13.11 3.88 -7.94  P54 1.477
56 O 11.15 5.41 -7.27  P54 1.595, C57 1.384
57 C 10.40 6.01 -6.27  O56 1.384, H63 1.090, H64 1.090, H65 1.090
58 O 12.76 4.59 -5.43  P54 1.636, C59 1.438
59 C 13.44 3.58 -4.66  O58 1.438, H66 1.090, H67 1.090, H68 1.090
60 H 9.62 3.33 -7.98  C52 1.090
61 H 9.55 1.81 -7.02  C52 1.090
62 H 10.65 2.04 -8.40  C52 1.090
63 H 10.63 7.07 -6.20  C57 1.090
64 H 10.59 5.48 -5.33  C57 1.090
65 H 9.34 5.95 -6.52  C57 1.090
66 H 13.42 2.59 -5.11  C59 1.090
67 H 13.01 3.43 -3.67  C59 1.090
68 H 14.44 3.91 -4.38  C59 1.090
69 C 16.29 4.36 -2.03  O70 1.424, H77 1.090, H78 1.090, H79 1.090
70 O 15.19 3.45 -1.97  C69 1.424, P71 1.611
71 P 15.14 1.97 -1.35  O70 1.611, O72 1.501, O73 1.588, O75 1.608
72 O 13.81 1.36 -1.66  P71 1.501
73 O 16.45 1.28 -1.94  P71 1.588, C74 1.393
74 C 16.63 -0.08 -1.66  O73 1.393, H80 1.090, H81 1.090, H82 1.090
75 O 15.45 2.17 0.22  P71 1.608, C76 1.434
76 C 14.41 2.56 1.13  O75 1.434, H83 1.090, H84 1.090, H85 1.090
77 H 16.05 5.05 -2.83  C69 1.090
78 H 17.18 3.76 -2.23  C69 1.090
79 H 16.37 4.89 -1.08  C69 1.090
80 H 17.25 -0.63 -2.37  C74 1.090
81 H 15.66 -0.57 -1.61  C74 1.090
82 H 17.21 -0.24 -0.76  C74 1.090
83 H 13.50 3.01 0.73  C76 1.090
84 H 14.72 3.44 1.69  C76 1.090
85 H 14.00 1.71 1.66  C76 1.090
86 C 13.16 7.39 -9.80  O87 1.443, H94 1.090, H95 1.090, H96 1.090
87 O 14.22 7.16 -10.75  C86 1.443, P88 1.581
88 P 13.94 7.20 -12.30  O87 1.581, O89 1.488, O90 1.619, O92 1.597
89 O 12.97 8.26 -12.69  P88 1.488
90 O 15.40 7.19 -13.00  P88 1.619, C91 1.399
91 C 16.44 6.27 -12.80  O90 1.399, H97 1.090, H98 1.090, H99 1.090
92 O 13.43 5.72 -12.62  P88 1.597, C93 1.429
93 C 12.80 5.42 -13.86  O92 1.429, H100 1.090, H101 1.090, H102 1.090
94 H 13.20 8.45 -9.58  C86 1.090
95 H 13.28 6.91 -8.83  C86 1.090
96 H 12.17 7.01 -10.05  C86 1.090
97 H 16.32 5.41 -13.45  C91 1.090
98 H 16.55 5.96 -11.76  C91 1.090
99 H 17.42 6.69 -13.02  C91 1.090
100 H 12.69 6.27 -14.53  C93 1.090
101 H 11.77 5.07 -13.77  C93 1.090
102 H 13.45 4.65 -14.29  C93 1.090
103 C 18.16 4.35 -5.56  O104 1.413, H111 1.090, H112 1.090, H113 1.090
104 O 17.38 3.31 -6.14  C103 1.413, P105 1.627
105 P 17.86 1.79 -6.46  O104 1.627, O106 1.540, O107 1.654, O109 1.654
106 O 18.50 1.03 -5.28  P105 1.540
107 O 16.50 1.10 -7.09  P105 1.654, C108 1.452
108 C 15.80 1.80 -8.16  O107 1.452, H114 1.090, H115 1.090, H116 1.090
109 O 18.81 2.02 -7.80  P105 1.654, C110 1.406
110 C 19.32 0.99 -8.60  O109 1.406, H117 1.090, H118 1.090, H119 1.090
111 H 18.05 5.24 -6.18  C103 1.090
112 H 19.24 4.23 -5.58  C103 1.090
113 H 17.76 4.62 -4.58  C103 1.090
114 H 14.75 1.55 -8.03  C108 1.090
115 H 16.23 1.46 -9.11  C108 1.090
116 H 15.94 2.88 -8.16  C108 1.090
117 H 20.41 1.02 -8.62  C110 1.090
118 H 18.84 1.03 -9.58  C110 1.090
119 H 19.10 -0.04 -8.31  C110 1.090
120 C 16.84 12.94 -5.94  O121 1.420, H128 1.090, H129 1.090, H130 1.090
121 O 16.58 11.99 -6.96  C120 1.420, P122 1.624
122 P 17.59 10.74 -7.18  O121 1.624, O123 1.500, O124 1.643, O126 1.609
123 O 18.90 11.15 -7.78  P122 1.500
124 O 17.68 10.03 -5.71  P122 1.643, C125 1.413
125 C 18.44 8.86 -5.46  O124 1.413, H131 1.090, H132 1.090, H133 1.090
126 O 16.79 9.69 -8.10  P122 1.609, C127 1.409
127 C 16.31 10.10 -9.36  O126 1.409, H134 1.090, H135 1.090, H136 1.090
128 H 16.01 12.95 -5.23  C120 1.090
129 H 16.97 13.95 -6.35  C120 1.090
130 H 17.76 12.72 -5.39  C120 1.090
131 H 19.30 9.01 -4.80  C125 1.090
132 H 18.80 8.51 -6.42  C125 1.090
133 H 17.83 8.05 -5.07  C125 1.090
134 H 17.10 10.57 -9.94  C127 1.090
135 H 15.42 10.71 -9.24  C127 1.090
136 H 15.96 9.23 -9.93  C127 1.090
137 C 12.94 12.22 -8.43  O138 1.412, H145 1.090, H146 1.090, H147 1.090
138 O 13.64 12.92 -9.44  C137 1.412, P139 1.622
139 P 12.89 13.43 -10.78  O138 1.622, O140 1.501, O141 1.623, O143 1.614
140 O 13.67 14.44 -11.58  P139 1.501
141 O 12.56 12.08 -11.62  P139 1.623, C142 1.463
142 C 13.64 11.37 -12.31  O141 1.463, H148 1.090, H149 1.090, H150 1.090
143 O 11.40 13.86 -10.32  P139 1.614, C144 1.367
144 C 10.47 14.38 -11.17  O143 1.367, H151 1.090, H152 1.090, H153 1.090
145 H 11.91 12.51 -8.26  C137 1.090
146 H 13.52 12.39 -7.52  C137 1.090
147 H 13.02 11.18 -8.74  C137 1.090
148 H 14.55 11.96 -12.34  C142 1.090
149 H 13.36 11.29 -13.36  C142 1.090
150 H 13.84 10.39 -11.89  C142 1.090
151 H 10.89 15.05 -11.92  C144 1.090
152 H 9.80 15.01 -10.58  C144 1.090
153 H 9.91 13.53 -11.56  C144 1.090
154 C 14.35 16.12 -1.52  O155 1.337, H162 1.090, H163 1.090, H164 1.090
155 O 13.52 15.22 -2.05  C154 1.337, P156 1.632
156 P 13.94 13.65 -2.04  O155 1.632, O157 1.469, O158 1.646, O160 1.608
157 O 15.19 13.49 -2.80  P156 1.469
158 O 12.63 12.86 -2.65  P156 1.646, C159 1.434
159 C 12.29 13.04 -4.04  O158 1.434, H165 1.090, H166 1.090, H167 1.090
160 O 13.98 13.17 -0.50  P156 1.608, C161 1.429
161 C 14.15 11.80 -0.14  O160 1.429, H168 1.090, H169 1.090, H170 1.090
162 H 15.09 15.69 -0.84  C154 1.090
163 H 13.81 16.85 -0.91  C154 1.090
164 H 14.87 16.75 -2.24  C154 1.090
165 H 11.96 12.14 -4.55  C159 1.090
166 H 13.09 13.51 -4.60  C159 1.090
167 H 11.48 13.77 -4.15  C159 1.090
168 H 15.21 11.59 -0.04  C161 1.090
169 H 13.83 11.04 -0.86  C161 1.090
170 H 13.68 11.63 0.83  C161 1.090
171 O 13.11 8.36 -0.79  C172 1.235
172 C 13.35 7.17 -1.02  O171 1.235, O173 1.359, C176 1.511
173 O 14.31 6.42 -0.42  C172 1.359, C174 1.420
174 C 14.86 6.89 0.80  O173 1.420, C175 1.564, H177 1.090, H178 1.090
175 C 13.94 6.45 1.99  C174 1.564, H179 1.090, H180 1.090, H181 1.090
176 C 12.95 6.50 -2.32  C172 1.511, H182 1.090, H183 1.090, H184 1.090
177 H 15.02 7.97 0.81  C174 1.090
178 H 15.84 6.45 1.01  C174 1.090
179 H 12.91 6.74 1.82  C175 1.090
180 H 14.31 6.88 2.92  C175 1.090
181 H 13.90 5.36 2.09  C175 1.090
182 H 13.89 6.14 -2.74  C176 1.090
183 H 12.48 7.21 -3.00  C176 1.090
184 H 12.18 5.74 -2.22  C176 1.090
185 O 15.69 6.61 -5.01  C186 1.241
186 C 15.23 6.85 -6.13  O185 1.241, O187 1.402, C190 1.526
187 O 14.34 7.89 -6.46  C186 1.402, C188 1.439
188 C 13.56 8.56 -5.45  O187 1.439, C189 1.502, H191 1.090, H192 1.090
189 C 14.18 9.93 -5.40  C188 1.502, H193 1.090, H194 1.090, H195 1.090
190 C 15.79 6.17 -7.38  C186 1.526, H196 1.090, H197 1.090, H198 1.090
191 H 13.58 8.13 -4.45  C188 1.090
192 H 12.54 8.72 -5.77  C188 1.090
193 H 15.23 9.96 -5.09  C189 1.090
194 H 13.61 10.56 -4.72  C189 1.090
195 H 14.02 10.34 -6.40  C189 1.090
196 H 16.74 6.60 -7.70  C190 1.090
197 H 15.05 6.21 -8.17  C190 1.090
198 H 15.92 5.10 -7.19  C190 1.090

Atomic partial charges in e from the Löwdin method, atoms 1 to 8:
1. C -0.09
2. O -0.24
3. P 0.55
4. O -0.23
5. O -0.24
6. C -0.11
7. O -0.26
8. C -0.08